A structure of composition C53H61AsN2SSeV, computed with ωB97M-V with the def2-TZVPD basis set.

```
! wB97M-V def2-TZVPD RIJCOSX def2/J DEFGRID3
* xyz -2 4
H -5.95118 -2.46084 0.72012
C -3.75629 1.31680 -1.62088
H -5.36667 2.42666 -2.47581
C -1.76722 -4.51334 -0.17985
H -0.77575 1.68692 -2.02661
H -4.63528 -3.43419 1.39962
H -0.61631 -5.97381 -1.15464
C 2.22820 -2.78426 2.82258
H -2.52242 2.26145 1.65233
H 1.13566 1.87895 8.86332
H 2.38841 -2.09901 3.65838
H -5.63960 -0.74271 2.60281
H -1.03580 2.61968 -3.49691
H 1.60004 0.40893 2.90450
N 0.15295 -2.02381 -0.32253
H -2.41227 -1.98845 5.05500
C 1.66417 -5.27510 -1.25045
H -2.65376 -5.14910 -0.26302
H -0.99700 5.12098 1.55971
H 1.78198 -1.28036 1.38927
H 1.32454 5.33817 -2.79718
C -3.38659 0.31157 -0.69062
H 5.99057 2.75874 1.07849
C 0.98051 0.80083 8.75891
C -4.40714 -0.23844 0.13056
H 2.87696 -0.13639 3.98225
C -0.70328 2.79044 2.67758
C 2.79984 3.36711 2.00386
C -0.47383 6.35309 -0.11447
C -1.08872 -0.47452 5.81583
C 0.64885 -4.35157 -0.99949
C 3.90270 -1.51518 1.42428
H -4.31825 -1.72908 3.25222
H -3.98822 2.82895 3.52877
C -2.80604 3.57912 -1.69961
H -3.09304 -0.39035 5.04342
C -5.10449 1.66748 -1.74391
N -2.06659 -0.18856 -0.57508
H -1.44466 0.90210 -3.44133
Se -0.90843 -0.64167 2.95875
H -0.60343 -4.94695 -3.43377
H -0.17625 -2.29620 -2.41079
H -2.93263 -1.24734 6.59706
H -4.01855 -0.04646 2.87332
H -0.55612 3.76317 5.91898
C 1.02528 0.31242 4.97269
C -2.36914 3.36998 4.84263
H -1.36168 -0.33147 7.92922
C 0.97233 -3.13124 -0.32375
C -6.08891 1.12503 -0.94623
C 2.03677 0.55613 3.88890
C 2.86563 1.63270 0.30119
C -2.08750 2.65308 2.56774
H -0.97260 7.22611 0.29099
H 1.40377 -6.17803 -1.79837
C 4.17941 3.49040 1.97997
C 0.55888 0.42775 7.36233
H -3.06499 -1.52316 1.14379
H 2.89846 -3.64343 2.94064
C -1.64211 -1.00159 -1.61948
C 2.21840 -3.09864 0.36967
C 0.17254 6.42070 -1.33846
H -2.18394 -5.42587 -2.79751
H -1.73717 -3.72286 -2.83961
H -3.80618 4.00027 -1.57757
H 0.22143 0.50717 9.48705
H 2.37813 1.07368 6.43572
S 2.11078 0.51587 -0.83421
C -0.55907 -1.82175 -1.51143
C 0.81322 5.29465 -1.84242
H 1.91717 0.31382 9.04505
H 2.22431 4.03188 2.63602
H 4.14429 -1.18763 0.41234
C 2.15082 2.42661 1.21104
C -0.24470 -0.24312 4.70644
C -0.16340 3.20278 3.88747
C -0.48526 5.16118 0.60590
C -2.91746 2.95728 3.63419
H -7.12290 1.43251 -1.05747
C 1.39284 0.63932 6.27400
H -2.07905 -3.47582 -0.26681
H 0.90703 3.26154 4.02707
C -2.85532 2.24175 -2.44483
C 2.49170 -2.10130 1.47586
C -0.99371 3.48116 4.96862
H 1.19478 -3.12765 2.88260
H -4.57720 -2.92320 -0.29091
C 3.17887 -4.05985 0.10232
H -3.01095 3.57351 5.69181
C -4.13874 -1.33768 1.13528
H -3.41266 2.41464 -3.37501
C -4.56156 -0.93308 2.54503
C 0.13956 4.03064 0.09891
C -1.35133 -4.72564 -2.66804
C -5.72314 0.19026 0.00360
H 3.72228 -5.84811 -0.97951
H -2.17312 4.30732 -2.21244
H 4.67490 4.21220 2.61818
H 4.14146 -3.97511 0.59470
H -6.48198 -0.24812 0.64318
C 2.94783 -5.12095 -0.76473
V -0.14209 -0.06238 0.10072
As 0.21564 2.28475 1.03180
H 3.98103 -0.64926 2.08454
H 4.83197 1.17046 -0.40450
H 2.44980 1.56548 3.94885
C 4.90914 2.68045 1.11306
H -1.34062 -4.64069 0.81728
C 4.26395 1.78495 0.28381
H -2.13686 -0.92271 -2.58798
C -2.45896 -1.06064 5.62922
C -1.45278 1.82639 -2.86797
C -4.86662 -2.61544 0.71390
H -2.39649 3.42860 -0.70202
H 0.17780 7.34708 -1.90201
H 4.65404 -2.24314 1.74839
C 0.79768 4.10565 -1.12805
C -0.76188 -4.89200 -1.26054
C -0.67973 -0.14209 7.10314
H 1.29590 3.22676 -1.52587
*
```

Computed properties:
- frontier orbital gap (spin up / spin down) (eV) = 4.6621 / 5.2015
- LUMO level (spin up / spin down) (eV) = 4.266 / 4.266
- relative energy (zero: lowest compared OMol25 entry of this formula, charge and spin) (kcal/mol) = 21.2
- ⟨S²⟩ = 3.77
- molar mass (g/mol) = 963.0



A structure of composition C53H61F3N4O4 in a non-equilibrium geometry, computed with ωB97M-V with the def2-TZVPD basis set.

```
! wB97M-V def2-TZVPD RIJCOSX def2/J DEFGRID3
* xyz 0 1
C -1.62931 -1.29778 3.29875
C -3.07510 -4.75992 3.12167
H -2.26550 0.21717 4.67389
H -0.83215 -5.22603 1.28343
H -0.23145 0.34549 3.26500
C 1.40781 1.24470 -5.51020
C 1.45540 0.34546 0.55564
H 1.86935 1.21189 1.10494
C -0.42982 -0.68819 2.97162
H 5.95709 -4.09094 1.48517
H 4.59695 2.85057 -2.42376
H -3.24636 4.04644 1.90595
C 0.60818 0.88040 -0.47289
H -4.67566 -0.65418 -2.08229
C -1.43724 1.41665 -3.43180
N -2.86335 -3.36357 3.48191
C -1.74159 -2.70257 3.07436
C -0.56841 -1.50625 -3.22816
C 1.83835 5.67369 1.44264
H -5.37356 1.81665 -2.17215
C -1.18721 2.17307 2.18604
H -2.25132 5.35826 1.26475
H 1.71979 3.98711 -5.41578
F -1.90860 -5.87058 -2.15420
H -0.55858 -0.77229 -4.04472
H -0.71823 -4.14268 -0.38705
H -3.01528 -1.08494 -1.60264
H 1.07540 1.09824 -6.54791
H -4.61154 -2.25340 3.06449
H -4.52880 -0.92814 5.14641
C -0.88838 -5.25490 -2.83333
H -4.66779 0.79975 -4.18835
O 4.56310 -0.05525 1.56738
H 3.36749 5.78736 -2.25839
H 2.45569 1.57538 -5.51688
C -0.79874 -3.79229 -2.51130
H 1.36065 0.27798 -4.99330
C -0.37092 -1.07323 -1.88707
H 1.73799 5.33636 -2.79498
C -2.23295 4.46127 1.89304
C 0.15647 3.96220 1.08482
H -3.74387 1.23990 -6.47130
N -0.10800 2.56804 -1.84301
H 1.98427 0.27394 2.87013
H 4.80838 3.94281 -1.02085
C -0.66284 -3.40514 -1.18381
C 0.66830 3.67467 -5.39603
C 2.53016 5.23816 0.31714
N 0.49735 2.27749 -0.67730
C -3.09699 1.34607 -5.59761
C 2.07871 4.12256 -0.39561
C -3.63026 -1.45168 4.80293
C 2.98552 -2.33708 3.77503
H 6.43119 -2.65598 4.97985
C 0.96907 3.41218 0.08023
H -0.32078 -1.72132 0.15108
C 0.43642 -2.74224 1.98739
H 0.11231 4.39646 -4.78560
H 4.08775 2.32562 -0.79648
C -3.36881 1.05923 -1.78756
C -0.92395 1.82700 -4.66594
H -2.54694 1.30985 -1.09907
H 0.90042 2.35540 -3.77154
H -3.09655 -1.82465 5.68747
C 0.60991 -1.39444 2.37170
O 2.08196 -2.30494 4.58796
H 2.09718 -0.46378 0.18167
H 3.15586 4.69292 -3.64648
C -3.82522 -0.35928 -1.45303
C 5.04072 -4.05309 2.07919
C -4.49524 2.07734 -1.56493
H 3.38299 5.80186 -0.06199
H -4.67180 -3.33554 4.47899
C -1.25971 3.41911 1.33225
C 2.76803 3.76466 -1.71832
C 3.02327 -1.55543 2.51035
C 2.76311 4.96632 -2.66120
C 4.15756 3.18475 -1.47637
H 4.20906 -3.73550 1.44628
H -1.43354 -5.56006 4.26505
H -3.30355 0.04099 3.26347
C 6.39230 -3.40860 4.18137
F -1.08710 -5.47754 -4.16365
C -0.70650 -4.92386 2.33693
H 0.27370 3.69866 -6.41885
H -4.13337 -0.41493 -0.40078
H -4.17691 3.09381 -1.83563
H -1.98028 4.75762 2.91617
C -0.11698 0.31587 -1.52243
C -1.77226 1.75894 -5.77372
C -2.70888 -0.52956 4.00076
H 1.17245 -3.27823 1.35559
H 2.14347 2.99297 -2.17879
H -3.46971 -4.82128 2.08966
O 4.08142 -3.09839 4.10423
C 5.22758 -3.08710 3.23072
H 7.34160 -3.40440 3.64688
H 0.27240 -5.32562 2.64560
H -4.79520 2.09655 -0.50994
C -4.03736 -2.62435 3.93408
F 0.27238 -5.89905 -2.47790
H -0.60900 1.41285 1.64739
N -0.52321 1.37455 -2.32184
C 0.53660 2.27697 -4.80049
C -2.79652 1.17252 -3.20674
H 4.83666 -5.05347 2.46585
H -0.68129 2.37828 3.14209
H -1.38071 2.01849 -6.76353
C 0.66420 5.03021 1.82960
H -1.65704 3.11866 0.34756
C 4.36749 -1.07670 2.20232
C -1.78389 -5.55350 3.22373
H -3.84936 -5.14456 3.79873
C 1.89509 -0.67451 2.22235
H -2.18132 1.75810 2.39261
C -3.61853 1.07676 -4.33044
H 6.23564 -4.38680 4.64399
H -0.87002 -3.15929 -4.55750
C -0.43829 -2.07204 -0.87728
H 0.08644 5.39968 2.67318
H -1.98561 -6.58973 2.93768
C -0.68584 -3.43074 2.43380
C -0.75856 -2.84422 -3.52785
H 2.20494 6.52382 2.01446
O 5.44603 -1.74297 2.74115
*
```

Computed properties:
- frontier orbital gap (eV) = 5.6737
- LUMO level (eV) = -0.705
- molar mass (g/mol) = 875.1



A cluster of 2 separate species, C53H63F2N2 in total in a non-equilibrium geometry, computed with ωB97M-V with the def2-TZVPD basis set.

```
! wB97M-V def2-TZVPD RIJCOSX def2/J DEFGRID3
* xyz 1 1
H 3.07436 -2.66967 -0.35900
H 0.15894 0.86705 -2.36093
H 5.30879 -0.78843 1.76352
C -0.56514 2.42946 -4.27383
H 0.70436 -3.97416 1.70577
C 0.00988 2.98475 2.56948
C 1.35278 -1.93772 5.41947
N 1.83609 -0.91033 1.70558
C 1.17206 0.47822 -2.23246
H -1.18289 -1.33076 -3.94484
C 0.84890 4.40018 -4.16253
H -2.45542 -3.41875 -3.78343
H -9.20986 4.62526 -3.80416
H 4.59841 2.29399 3.60647
H -7.08734 0.91418 -3.06560
C -1.65771 -3.21424 -3.06559
C -1.17967 2.74973 -3.02742
C 1.71616 1.11374 4.87344
H 2.15364 -2.38093 4.81679
H 1.81852 -1.37335 6.23360
C -1.81704 0.91971 2.02401
C 0.22995 -1.85353 -2.36449
H -5.02874 4.71722 -2.73649
H 1.32716 0.40132 -1.15723
H -0.88923 -0.38380 -0.34635
H 0.65653 -6.67870 0.67979
C 1.20264 -0.60615 -4.39500
N 1.08130 -2.12543 -0.02971
H 2.80839 -2.45214 -3.02630
H 1.63476 -5.50214 -0.23086
H 3.07102 -1.33583 -1.66137
C -0.57128 0.96424 1.34291
H -3.04142 1.76771 3.58731
C 3.62603 0.62855 0.03811
C -2.20558 1.89596 -2.46020
C -0.31863 -4.29845 1.50458
H -3.45128 3.52015 -1.84921
C -7.11462 4.75589 -3.28849
C 2.66815 -2.11949 1.69173
H 0.23130 -0.17869 -4.66029
H 1.87959 1.20990 -2.64391
C 0.28379 2.07870 1.55271
C -8.30275 4.07630 -3.56260
C -8.27047 2.67588 -3.48021
H 1.09905 1.25900 5.76240
H 5.22265 2.68854 0.19848
C 0.63866 -5.94669 -0.14097
H -1.83139 -5.11876 -2.11865
H 0.42037 -6.47667 -1.07577
C -0.25607 -1.79167 3.51446
H -2.52074 0.12637 1.75182
F 0.46164 5.98254 -2.43501
H 2.14886 -3.87674 0.50023
H -9.18460 2.10805 -3.66441
C 0.29092 -2.60735 -1.14321
H 1.95522 0.13806 -4.69826
C -0.88757 4.02766 -2.47521
H 3.73289 -1.85727 1.72953
C -3.45470 2.49700 -2.23631
C -7.09749 2.00341 -3.14488
C 3.65119 1.75121 3.62664
H 0.73093 3.78384 2.78599
C 3.27681 0.94018 2.55709
H 5.30167 2.94319 1.93907
H -0.89830 -2.57245 3.95651
H -1.02202 -3.46499 1.63450
C -5.88866 2.69426 -2.85866
H -1.08329 0.45941 4.98291
C -0.59958 -0.39243 5.47428
H -0.19152 -0.07143 6.43968
H -4.73693 0.85707 -2.70649
H 1.37901 -1.51447 -4.98256
H 3.04175 2.70625 5.45327
H 4.30124 0.76521 -0.82210
H 1.66030 5.02366 -4.52846
C 0.14182 4.77984 -3.02173
C -0.46533 -3.83044 -1.03720
H 0.44550 -2.28134 2.84924
C -4.69124 1.94543 -2.56599
H 2.45443 -2.72705 2.58850
C -2.10016 1.84370 3.03095
H -1.87563 -6.38507 -0.70614
H 3.76786 3.19894 1.07783
C 2.81908 1.93792 4.71492
H -0.88230 -1.12184 2.91561
C 1.32884 -0.87109 -2.89318
H -0.92572 1.55891 -4.83496
C 2.29998 -2.79973 0.40582
H 3.45011 -0.80859 -3.28685
C 0.45644 3.21810 -4.80286
H 0.94714 2.92674 -5.73480
H -1.40849 3.61819 4.06153
H -1.38425 -1.12897 5.69128
C 0.86436 -0.97869 0.71107
C 1.41896 0.09310 3.96513
H -2.10543 0.81150 -2.53369
C -0.90678 -2.04637 -3.16577
H 0.76232 -2.74977 5.85786
C 0.48025 -1.00825 4.57008
C 2.12243 0.09426 2.71052
C 4.65983 2.56025 1.13500
H -1.46533 4.40561 -1.63218
H 1.15004 2.18439 0.89288
C -0.21022 -0.11838 0.45649
C -1.18266 2.86716 3.30527
H 2.71881 1.20926 -0.15271
F -7.14166 6.12923 -3.35117
H -0.55907 -5.04708 2.27661
C -0.45282 -4.90539 0.11745
H 6.23457 0.35185 0.76656
C -5.92314 4.12576 -2.94168
C 4.25892 1.08087 1.33382
H -1.80451 -6.33576 1.04510
C -1.77424 -5.70096 0.14799
H -2.63810 -5.02671 0.18658
C 5.53595 0.27167 1.61004
H 3.37121 -0.42934 0.09243
C 2.74287 -1.40791 -2.69649
C -1.33389 -4.14682 -2.08851
H 6.03444 0.64341 2.51075
*
```

Computed properties:
- frontier orbital gap (eV) = 2.9132
- LUMO level (eV) = -5.934
- relative energy (zero: lowest compared OMol25 entry of this formula, charge and spin) (kcal/mol) = 0.0
- molar mass (g/mol) = 766.1